[1]
One molecule with the formula C22H22ClN3O3 in a non-equilibrium geometry, computed with the ωB97M-V functional and the def2-TZVPD basis.

Multiplicity: 1
E_LUMO, eV: 0.23
Energy relative to the best compared isomer or geometry (same formula, charge and spin), kJ/mol: 81.5
HOMO-LUMO gap, eV: 8.7

Geometry (Å):
O -0.79485 2.00304 -0.17765
C -1.05147 1.83421 0.99866
N -0.30215 2.32558 1.99959
H -0.44441 2.00822 2.94938
C 1.01591 2.87245 1.76699
H 0.94655 3.69410 1.05027
C 1.58645 3.35834 3.10841
C 3.10855 3.52036 3.04554
H 3.43445 4.22453 3.81073
C 3.60823 2.10487 3.36563
H 3.90304 1.57763 2.46006
C 2.38936 1.41783 4.01294
H 2.59109 1.05540 5.02290
O 1.36840 2.40137 4.12427
H 2.03651 0.58409 3.39654
H 4.46119 2.12641 4.04094
H 3.43997 3.87708 2.07325
H 1.06489 4.26753 3.42253
H 1.66008 2.09437 1.34081
C -2.25484 1.01686 1.46164
H -2.69197 1.43574 2.36699
H -2.99502 1.01403 0.66078
C -1.78914 -0.42404 1.71964
N -1.04976 -0.90919 0.57061
N -1.80201 -1.33347 -0.43638
C -1.27492 -1.66868 -1.56824
C 0.14028 -1.53456 -1.81410
C 0.74725 -1.73577 -3.06015
C 2.10527 -1.56805 -3.20480
C 2.89554 -1.18829 -2.12095
C 2.31318 -0.95053 -0.89790
C 0.93646 -1.11365 -0.73452
C 0.32160 -0.78495 0.54896
O 0.93738 -0.42528 1.54222
H 2.89338 -0.63110 -0.04546
H 3.96055 -1.06604 -2.24957
H 2.56436 -1.72559 -4.16979
H 0.13908 -2.00457 -3.91023
C -2.21043 -2.17305 -2.58593
C -1.95126 -3.34879 -3.28558
C -2.84790 -3.81840 -4.22716
C -4.01289 -3.10858 -4.47204
C -4.29512 -1.94436 -3.77405
C -3.39576 -1.48544 -2.83137
H -3.59807 -0.58090 -2.28026
H -5.20936 -1.40638 -3.96963
Cl -5.13090 -3.68846 -5.65587
H -2.64853 -4.73132 -4.76628
H -1.05597 -3.91525 -3.07547
H -1.11603 -0.46753 2.57895
H -2.64623 -1.08181 1.87411

Cartesian forces (eV/Å) of the 3 atoms listed first:
O 0.15 -0.02 -0.37
C -0.65 0.05 0.41
N 0.27 0.31 0.40

These are the Mulliken partial charges, in e, on atoms 1 to 6: atom 1 (O): -0.6591, atom 2 (C): 0.4480, atom 3 (N): -0.0733, atom 4 (H): 0.3200, atom 5 (C): -0.7062, atom 6 (H): 0.3288

[2]
C22H22CoI2N6O3S as an isolated structure, computed with the ωB97M-V functional and the def2-TZVPD basis.

Multiplicity: 2
E_LUMO (alpha / beta), eV: 0.30 / 0.30
⟨S²⟩: 0.762
Energy relative to the best compared isomer or geometry (same formula, charge and spin), kJ/mol: 39.7
HOMO-LUMO gap (alpha / beta), eV: 7.2 / 7.3

Geometry (Å):
Co 0.24943 -0.46179 -0.19261
I -6.59448 2.00779 0.44557
C -4.66791 1.61221 -0.26575
C -4.49585 0.80343 -1.37656
C -3.21528 0.53494 -1.83348
I -2.95078 -0.66499 -3.51854
C -2.06868 1.05733 -1.20323
O -0.85173 0.79543 -1.60853
C -2.28860 1.88070 -0.06801
C -1.07944 2.40846 0.65238
N -0.27711 1.29651 1.17544
C 0.85986 1.71993 1.97177
C 1.58750 0.49525 2.45974
C 2.21862 0.43135 3.69102
C 2.87552 -0.73627 4.04516
C 2.86643 -1.79971 3.15679
C 2.19611 -1.65540 1.95398
N 1.57202 -0.52612 1.61427
C -3.56658 2.14957 0.38557
H -5.35013 0.38109 -1.88759
H -1.40720 3.07667 1.46071
H -0.44581 2.99943 -0.00977
H -0.88754 0.69857 1.72778
H 0.58843 2.34906 2.83053
H 1.52287 2.31171 1.33183
H 2.18559 1.28116 4.36068
H 3.37387 -0.81792 5.00251
H 3.36240 -2.73177 3.39012
H 2.15832 -2.45001 1.22267
H -3.70407 2.77636 1.25930
O -1.28566 -1.02635 0.83328
N -1.89533 -2.16101 0.48456
C -3.01310 -2.47881 1.16918
C -3.71252 -3.61554 0.88530
C -3.24849 -4.45040 -0.13830
C -2.11189 -4.10997 -0.82106
C -1.39881 -2.93738 -0.51703
S 0.01666 -2.44356 -1.33327
H -3.28205 -1.75774 1.92548
H -4.60732 -3.84404 1.44464
H -3.78385 -5.35584 -0.39108
H -1.72400 -4.72650 -1.61918
C 3.91776 2.42522 -3.17156
N 3.39849 1.32497 -2.39580
C 4.05473 0.05308 -2.21411
C 3.04301 -0.68840 -1.34086
O 3.22761 -1.78188 -0.86819
N 1.92270 0.10748 -1.20431
C 2.18056 1.26593 -1.82925
N 1.31658 2.27718 -1.84476
H 4.99923 2.32668 -3.23643
H 3.70336 3.37598 -2.68158
H 3.51241 2.44453 -4.18699
H 5.01618 0.13584 -1.70574
H 4.19129 -0.48155 -3.15696
H 0.32519 1.90534 -1.72408
H 1.47147 2.99375 -2.53567

Cartesian forces (eV/Å) of the 3 atoms listed first:
Co -0.06 0.54 0.07
I 0.02 0.00 -0.01
C -0.04 -0.01 0.02

These are the Mulliken partial charges, in e, on atoms 1 to 6: atom 1 (Co): 0.4715, atom 2 (I): 0.0302, atom 3 (C): -0.3348, atom 4 (C): -0.3618, atom 5 (C): -0.0121, atom 6 (I): 0.0066

Look up the energy relative to the best compared isomer or geometry (same formula, charge and spin) of the first one.
81.5 kJ/mol